No. 1
C10H24ClI2LaN2P2 | ωB97M-V/def2-TZVPD

The value obtained for the HOMO energy (alpha / beta) is -13.41 / -13.33 eV. The charge is +2. As for the HOMO-LUMO gap (alpha / beta): 5.50 / 5.42 eV.

Each line ends with the Mulliken charge.
Element x y z (Å)
I  1.3975  1.4313  1.3748  0.1993
I  -0.0503  -1.5915  0.7873  -0.2988
La  -1.1393  -0.1894  -2.6356  1.8528
P  -2.7283  0.0407  -0.3376  0.2154
C  -3.6684  0.0379  1.1436  -1.0644
C  -3.6217  1.3961  -1.2340  -1.3252
H  -4.6532  1.0226  -1.2310  0.3722
H  -4.5962  -1.0694  -1.1271  0.3723
H  -3.2109  1.6156  -2.2406  0.4779
H  -3.1636  -1.6793  -2.1224  0.4013
H  -3.5026  0.8950  1.7996  0.2622
H  -3.5309  2.2865  -0.5961  0.3377
C  -3.5434  -1.3900  -1.1128  -1.1054
H  -4.7211  0.0645  0.7649  0.4478
H  -3.4414  -2.2362  -0.4206  0.3357
H  -3.5188  -0.8825  1.7219  0.3680
P  2.7837  -0.0801  -0.3613  0.3931
C  3.9651  -0.0919  0.9798  -1.5542
C  3.6147  -1.5055  -1.1501  -1.2043
H  3.1379  1.4256  -2.2238  0.3463
H  4.6172  0.9864  -1.2797  0.3437
H  3.4306  2.2205  -0.6825  0.4592
C  3.5779  1.2938  -1.2350  -1.1105
H  3.1984  -1.7577  -2.1204  0.3686
H  4.6536  -1.1903  -1.1954  0.4387
H  4.9450  -0.2495  0.5004  0.4900
H  3.7948  -0.9185  1.6640  0.3794
H  3.4764  -2.3588  -0.4881  0.3551
H  4.0257  0.7948  1.5997  0.5809
Cl  0.0804  -0.1649  -4.8886  -0.4320
C  -1.6121  1.9386  3.8782  -1.0967
C  -0.6826  0.8484  4.1911  0.2629
N  0.1889  0.4842  3.2712  0.0731
C  1.0672  -0.4653  3.8084  0.0503
C  0.7297  -0.6466  5.1286  -0.6113
N  -0.3672  0.2443  5.3673  -0.0379
H  -2.6059  1.7559  4.2532  0.4036
H  -1.2763  2.8740  4.2967  0.3365
H  -1.5739  2.0535  2.8096  0.0874
H  1.9455  -0.6546  3.3449  0.2207
H  1.3212  -1.2659  5.8591  0.3462
H  -0.7852  0.5010  6.2910  0.2624


No. 2
C5H6OS | ωB97M-V/def2-TZVPD

The value obtained for the HOMO energy is -8.81 eV. The charge is 0. As for the HOMO-LUMO gap: 9.06 eV.

Each line ends with the Mulliken charge.
Element x y z (Å)
C  -0.5413  -1.4887  0.3831  -1.3071
C  -0.4698  0.0556  0.3363  0.6185
C  -0.4376  0.6344  -1.0526  -0.4558
C  0.6818  1.3407  -1.1598  -0.3122
O  1.4522  1.3421  -0.0123  -0.3464
C  0.8340  0.5829  0.9162  -0.0273
S  1.4562  0.3445  2.3962  -0.2962
H  -1.4839  -1.7858  -0.0060  0.3708
H  0.3221  -1.9027  -0.2104  0.3180
H  -0.4452  -1.8367  1.3695  0.3921
H  -1.3166  0.4710  0.8791  0.2768
H  -1.1858  0.3879  -1.8423  0.3321
H  1.1341  1.8547  -1.9969  0.4367


No. 3
C27H51NO8P2Pt | ωB97M-V/def2-TZVPD

The value obtained for the HOMO energy is -6.00 eV. The charge is 0. As for the HOMO-LUMO gap: 6.43 eV.

Each line ends with the Mulliken charge.
Element x y z (Å)
Pt  0.8137  1.2665  -0.7849  2.4513
C  -1.6260  -2.0866  5.2082  -1.3421
C  -1.7623  -0.5804  5.3419  0.4761
C  -3.1942  -0.1042  5.1936  -0.9112
O  -0.8355  0.0832  4.4505  -0.4878
P  -0.9480  0.5395  2.9392  0.2811
O  0.3352  1.0497  2.4651  -0.6359
C  -1.5825  -0.8910  2.0344  -0.6962
P  -1.5120  -0.8716  0.2359  -0.4994
O  -0.1757  -0.6566  -0.3952  -0.8078
O  -2.0813  -2.2891  -0.1804  -0.1616
C  -1.2042  -3.3135  -0.7506  1.7456
C  -0.3107  -3.8916  0.3259  -1.5737
C  -2.1183  -4.3360  -1.3862  -1.5677
O  -2.6251  0.1596  -0.1233  0.0181
C  -3.2839  0.3083  -1.4256  0.6564
C  -2.4121  -0.1280  -2.5874  -1.0005
C  -4.6052  -0.4300  -1.3623  -1.4724
O  -2.1683  1.5483  2.8289  0.0515
C  -1.9200  2.9754  3.0338  0.5966
C  -3.1547  3.5434  3.6981  -1.5506
C  -1.6151  3.6024  1.6936  -0.9881
H  -2.0967  -2.5729  6.0630  0.4752
H  -0.5750  -2.3727  5.1847  0.3417
H  -2.1148  -2.4571  4.3059  0.2199
H  -1.3990  -0.2844  6.3270  0.4136
H  -3.6052  -0.3320  4.2099  0.1766
H  -3.2755  0.9686  5.3528  0.0275
H  -3.8065  -0.6129  5.9395  0.5003
H  -2.6290  -1.0572  2.2952  0.3330
H  -0.9923  -1.7535  2.3515  0.4871
H  -0.5910  -2.8254  -1.5108  -0.6044
H  -0.9121  -4.3018  1.1403  0.3368
H  0.3705  -3.1354  0.7183  0.2752
H  0.2953  -4.6956  -0.0921  0.4830
H  -2.7538  -4.8025  -0.6320  0.4115
H  -1.5247  -5.1122  -1.8690  0.3915
H  -2.7557  -3.8701  -2.1376  0.3572
H  -3.4459  1.3834  -1.4835  0.2785
H  -2.1824  -1.1941  -2.5385  0.0683
H  -1.4872  0.4412  -2.6214  0.0634
H  -2.9637  0.0483  -3.5123  0.5303
H  -4.4435  -1.5064  -1.2960  0.1852
H  -5.1835  -0.2195  -2.2627  0.4628
H  -5.1842  -0.1075  -0.4973  0.3096
H  -1.0525  3.0749  3.6915  0.3940
H  -4.0379  3.3160  3.0996  0.2876
H  -3.0642  4.6270  3.7794  0.4331
H  -3.2949  3.1376  4.6991  0.3740
H  -2.4591  3.4759  1.0131  0.2415
H  -0.7366  3.1356  1.2490  -0.1937
H  -1.4174  4.6687  1.8208  0.5122
C  -0.6694  4.6366  -2.2433  -1.4299
C  -0.1629  3.3607  -1.6528  0.5070
O  1.0875  3.2172  -1.4278  -0.6784
O  -0.9382  2.4175  -1.3564  -0.6137
H  -0.1811  4.8113  -3.2016  0.3818
H  -0.4034  5.4648  -1.5862  0.3390
H  -1.7467  4.5965  -2.3738  0.2928
C  5.7764  -1.7791  -3.9926  -1.6939
C  4.3749  -1.4998  -3.5162  -0.1464
C  3.2879  -2.0720  -4.1550  -0.8251
C  2.0028  -1.8065  -3.6896  0.1610
C  0.8025  -2.4248  -4.3607  -1.2789
C  1.8198  -0.9742  -2.6029  0.4029
C  2.9014  -0.3362  -1.9350  1.9211
C  4.1866  -0.6506  -2.4311  -0.5877
N  2.6473  0.5055  -0.8777  -0.0390
C  3.7201  1.1783  -0.1046  1.7419
C  4.5488  2.1466  -0.9670  -1.5013
C  4.5752  0.1256  0.6206  -1.5312
C  3.0761  2.0270  0.9982  -2.2129
H  5.7771  -2.4856  -4.8227  0.3805
H  6.3883  -2.1995  -3.1918  0.3333
H  6.2670  -0.8639  -4.3307  0.3305
H  3.4376  -2.7279  -5.0058  0.2477
H  1.1014  -3.1145  -5.1500  0.3779
H  0.1627  -1.6597  -4.8066  0.2779
H  0.1916  -2.9801  -3.6436  0.0730
H  0.8144  -0.8192  -2.2444  -0.3218
H  5.0683  -0.2344  -1.9805  0.5365
H  5.1737  1.6674  -1.7133  0.3028
H  5.2032  2.7361  -0.3194  0.4654
H  3.8718  2.8327  -1.4788  0.2198
H  5.1415  -0.5198  -0.0438  0.3365
H  3.9223  -0.5018  1.2287  0.3005
H  5.2842  0.6263  1.2853  0.4599
H  2.5208  2.8703  0.5847  0.3054
H  3.8684  2.4321  1.6324  0.5513
H  2.4050  1.4353  1.6153  0.4599


No. 4
C5H11ClF3IrSn | ωB97M-V/def2-TZVPD

The value obtained for the HOMO energy (alpha / beta) is -5.02 / -9.87 eV. The charge is 0. As for the multiplicity: 5. As for the HOMO-LUMO gap (alpha / beta): 3.61 / 6.59 eV.

Each line ends with the Löwdin spin population.
Element x y z (Å)
Ir  -0.1915  0.0152  1.1766  1.8115
Cl  1.9912  -0.7130  1.1763  0.3377
C  -0.5350  1.8497  1.8656  0.1004
H  -1.5890  1.9765  2.1472  0.0153
H  -0.2582  2.5731  1.0849  0.0031
H  0.0759  2.0132  2.7721  0.0256
Sn  0.4236  -0.1235  -1.6627  0.6383
C  0.5720  -2.2103  -2.1290  0.1049
C  2.1532  1.0665  -2.0592  0.1041
C  -1.2726  0.5062  -0.4840  0.5249
H  1.8096  2.0423  -2.4309  0.0081
H  2.7336  1.1815  -1.1380  0.0162
H  2.7557  0.5619  -2.8255  0.0025
H  -0.3950  -2.5186  -2.5544  0.0075
H  1.3767  -2.3450  -2.8660  0.0025
H  0.7914  -2.7609  -1.2088  0.0150
H  -1.4834  1.5839  -0.5962  0.0377
H  -2.1463  -0.1427  -0.6741  0.0472
F  -0.9885  -1.0261  3.6527  0.0511
C  -1.4581  -0.9327  2.3657  0.1063
F  -1.6612  -2.2290  1.9371  0.0104
F  -2.7040  -0.3681  2.4507  0.0296


No. 5
C15H21N4S5SbSe4V | ωB97M-V/def2-TZVPD

The value obtained for the HOMO energy (alpha / beta) is -4.46 / -4.46 eV. The charge is -1. As for the multiplicity: 3. As for the HOMO-LUMO gap (alpha / beta): 6.00 / 5.84 eV.

Each line ends with the Löwdin spin population.
Element x y z (Å)
V  -0.0245  0.3074  1.4406  2.0220
C  2.2907  2.2346  0.7711  0.0031
C  2.2538  1.2925  -0.4011  0.0014
N  0.8947  0.7430  -0.5279  -0.0045
C  0.9043  -0.5043  -1.3223  0.0026
C  1.2937  -1.6407  -0.4274  0.0091
C  1.8736  -2.8176  -0.8775  -0.0015
C  2.2039  -3.7860  0.0542  0.0100
C  1.9623  -3.5603  1.4037  -0.0015
C  1.3589  -2.3733  1.7744  0.0083
C  0.9750  -2.0447  3.1901  0.0019
N  0.8209  -0.5989  3.4002  -0.0053
C  2.0272  0.1148  3.8501  0.0013
C  2.7533  0.7180  2.6629  0.0027
N  1.7745  1.5367  1.9527  0.0022
N  1.0322  -1.4519  0.8710  0.0010
H  1.6327  3.0889  0.5881  0.0006
H  3.2994  2.6267  0.9382  -0.0001
H  2.9373  0.4562  -0.2273  0.0001
H  2.5700  1.7814  -1.3267  -0.0004
H  0.3082  1.4024  -1.0387  0.0026
H  1.5553  -0.4343  -2.1960  -0.0001
H  -0.0896  -0.6864  -1.7246  0.0014
H  2.0486  -2.9563  -1.9361  -0.0002
H  2.6615  -4.7127  -0.2670  0.0006
H  2.2283  -4.2942  2.1526  -0.0003
H  1.7036  -2.4764  3.8833  -0.0001
H  0.0028  -2.5056  3.3744  0.0011
H  0.0640  -0.4461  4.0562  0.0007
H  2.6950  -0.5431  4.4140  -0.0004
H  1.7027  0.9291  4.4998  0.0002
H  3.1395  -0.0625  2.0016  0.0001
H  3.5999  1.3191  3.0134  -0.0001
H  1.4555  2.2568  2.6280  0.0023
Se  -3.5325  3.4147  2.6669  -0.0190
Sb  -1.3569  2.5315  2.5776  -0.0074
Se  -2.0948  0.0204  0.1431  -0.0139
Se  -2.1669  -0.7778  2.3344  -0.0151
Se  0.2204  3.6953  4.0288  -0.0049
C  -2.5932  1.7549  -3.1067  0.0001
S  -0.7944  1.9311  -3.2000  -0.0003
C  -0.4276  1.3508  -4.8044  -0.0001
C  -0.2378  0.0594  -5.2070  0.0000
S  -0.3697  -1.4334  -4.3898  0.0002
S  0.1864  -0.0487  -6.9213  0.0000
C  0.1193  1.6213  -7.3655  0.0000
S  0.4977  2.1958  -8.8681  0.0000
S  -0.2531  2.6144  -6.0179  0.0000
H  -3.0581  2.2962  -3.9278  0.0000
H  -2.9100  2.1816  -2.1545  0.0001
H  -2.8636  0.7008  -3.1400  -0.0001


No. 6
CH8N3P | ωB97M-V/def2-TZVPD

The value obtained for the HOMO energy is -7.50 eV. The charge is 0. As for the HOMO-LUMO gap: 8.31 eV.

Each line ends with the Mulliken charge.
Element x y z (Å)
C  -1.0972  0.2901  -1.3897  -0.9764
P  -0.0021  0.1013  -0.1105  0.7787
N  1.4038  1.1231  -0.1474  -0.6266
N  -0.8049  0.5530  1.2588  -0.6292
N  0.8275  -1.4005  0.2670  -0.6641
H  -2.0161  0.6850  -0.8627  0.2384
H  -1.2257  -0.3906  -2.1326  0.3384
H  1.5758  1.4589  -1.1270  0.2795
H  2.2436  0.9155  0.4681  0.2419
H  -1.6610  0.0623  1.1685  0.2709
H  -0.3383  0.5119  2.0807  0.2261
H  0.2627  -1.9598  1.0281  0.2818
H  0.8320  -1.9501  -0.5012  0.2406


Relative energy (zero: lowest compared OMol25 entry of this formula, charge and spin) (kJ/mol)
573.1; 66.1; 13.0; 30.6; 0.0; 71.0